Molecular formula: C4H4N2
Method: DFT, ωB97M-V/def2-TZVPD

Atoms and positions in Å:
N (-1.21701, -0.84731, -0.10028)
C (-0.23811, -1.18995, 0.64008)
C (1.06800, -0.62081, 0.45493)
C (2.17501, -0.16664, 0.31962)
C (-0.68747, 2.96480, -1.15520)
N (-0.88530, 1.81158, -1.08513)
H (-1.04774, 0.81273, -0.93091)
H (-2.06972, -1.33984, 0.16289)
H (-0.33200, -1.92196, 1.44769)
H (3.14859, 0.25341, 0.18391)

Results
HOMO-LUMO gap: 0.391 Eh
spin multiplicity: 1
E_LUMO: -0.2 eV
energy relative to the best compared isomer or geometry (same formula, charge and spin): 77.38 kcal/mol

Atomic partial charges in e from the Löwdin method, atoms 1 to 4:
1. N 0.0776
2. C -0.2356
3. C -0.1127
4. C 0.1469